1.
The following is a quantum chemistry calculation of a structure of composition C48H63IN7O6S3Ti at a distorted geometry, from the OMol25 dataset.

The geometry in XYZ format:
```
129
Properties=species:S:1:pos:R:3:forces:R:3
Ti 0.297 -0.614 -1.944 -0.54 0.53 -0.23
C -3.707 -4.906 2.743 0.01 0.01 -0.02
C -2.779 -3.712 3.012 0.03 -0.04 -0.01
C -1.828 -4.068 4.163 0.01 -0.02 0.02
C -3.650 -2.520 3.431 0.00 0.03 -0.02
C -1.958 -3.378 1.765 0.01 -0.05 -0.01
C -1.573 -2.070 1.488 0.04 0.07 0.08
C -0.919 -1.788 0.304 0.34 0.37 0.18
N -0.393 -0.502 -0.081 -0.54 -0.12 -0.65
C -1.333 0.585 0.018 0.15 -0.21 -0.01
C -1.763 1.176 1.184 0.08 -0.06 0.13
C -2.720 2.188 1.128 0.02 0.01 0.04
C -3.219 2.533 -0.121 -0.05 0.07 0.00
C -2.799 1.967 -1.329 -0.21 0.15 -0.17
C -1.811 1.001 -1.230 0.14 -0.19 0.20
O -1.192 0.364 -2.260 -0.78 0.79 -0.23
C -3.484 2.434 -2.624 0.08 -0.09 0.02
C -2.851 1.867 -3.901 0.03 0.04 0.02
C -3.440 3.967 -2.718 -0.02 0.04 0.06
C -4.951 1.977 -2.579 0.00 0.02 -0.03
C -3.200 2.924 2.378 0.01 0.09 -0.05
C -2.613 2.326 3.656 0.01 -0.05 0.04
C -4.730 2.858 2.475 -0.01 -0.04 0.02
C -2.757 4.394 2.284 0.00 -0.01 -0.02
C -0.678 -2.790 -0.630 0.03 0.14 -0.08
O -0.276 -2.323 -1.862 -0.15 -1.03 0.50
C -0.833 -4.129 -0.291 0.04 -0.25 -0.07
C -1.520 -4.379 0.900 0.02 -0.02 0.08
C -0.264 -5.264 -1.152 -0.19 0.13 -0.10
C -1.123 -5.432 -2.414 0.01 0.03 0.02
C -0.243 -6.588 -0.384 -0.09 -0.01 0.03
C 1.182 -4.938 -1.554 0.08 0.03 0.04
H -4.421 -5.012 3.562 0.04 -0.02 0.00
H -4.268 -4.765 1.816 0.00 -0.01 0.05
H -3.155 -5.846 2.671 -0.03 0.04 -0.03
H -2.394 -4.351 5.056 0.03 0.02 -0.02
H -1.184 -4.906 3.886 -0.02 0.03 0.02
H -1.189 -3.217 4.416 -0.02 -0.03 -0.01
H -4.346 -2.829 4.213 0.04 0.02 0.01
H -3.054 -1.697 3.833 -0.03 -0.03 -0.04
H -4.231 -2.142 2.586 0.01 -0.01 0.05
H -1.785 -1.267 2.182 -0.04 -0.05 -0.05
H -1.342 0.850 2.128 -0.03 0.03 -0.04
H -3.979 3.304 -0.169 0.03 -0.05 0.01
H -1.781 2.083 -3.952 -0.04 0.03 -0.02
H -2.979 0.786 -3.966 0.04 0.02 0.01
H -3.339 2.324 -4.766 0.00 -0.04 0.03
H -2.418 4.340 -2.622 -0.05 -0.02 -0.02
H -3.836 4.291 -3.684 0.00 -0.01 0.05
H -4.043 4.443 -1.941 0.06 -0.02 -0.04
H -5.014 0.886 -2.591 -0.01 0.04 0.01
H -5.451 2.332 -1.676 0.01 0.01 -0.04
H -5.494 2.366 -3.445 0.02 -0.04 0.02
H -2.860 1.264 3.752 0.02 0.07 0.01
H -1.524 2.442 3.694 -0.07 -0.03 0.00
H -3.031 2.842 4.524 0.04 -0.01 -0.02
H -5.072 1.820 2.495 0.00 0.04 0.00
H -5.070 3.349 3.391 0.00 0.00 -0.04
H -5.212 3.358 1.632 0.02 -0.04 0.03
H -1.668 4.463 2.201 -0.05 0.01 0.02
H -3.190 4.881 1.407 0.02 -0.01 0.04
H -3.072 4.948 3.173 0.01 -0.03 -0.04
H -1.724 -5.408 1.160 0.01 0.05 -0.01
H -2.155 -5.676 -2.150 0.04 0.00 -0.02
H -1.128 -4.506 -2.993 0.00 -0.04 0.01
H -0.726 -6.232 -3.044 -0.01 0.02 0.02
H -1.250 -6.976 -0.207 0.06 0.01 0.00
H 0.302 -7.335 -0.963 -0.04 0.01 -0.01
H 0.257 -6.476 0.581 0.01 -0.03 -0.05
H 1.240 -4.061 -2.196 -0.01 0.00 0.02
H 1.797 -4.748 -0.669 -0.02 -0.04 -0.04
H 1.615 -5.785 -2.092 -0.01 0.02 0.02
N 2.541 1.503 -4.970 0.17 0.16 -0.14
C 3.223 2.263 -4.035 0.06 0.02 -0.25
C 4.319 3.112 -4.169 -0.05 -0.02 -0.05
C 4.794 3.685 -3.011 -0.02 0.02 0.07
C 4.187 3.420 -1.769 0.08 0.03 -0.03
C 3.099 2.587 -1.659 -0.07 -0.12 0.11
C 2.606 1.993 -2.820 -0.38 -0.20 0.24
N 1.545 1.085 -3.023 0.45 -0.04 -0.35
C 1.583 0.821 -4.315 -0.28 -0.10 0.10
C 0.722 -0.170 -4.962 -0.04 0.05 0.39
C 0.531 -0.422 -6.278 -0.01 0.03 -0.31
S -0.559 -1.722 -6.461 -0.07 -0.05 -0.16
C -0.698 -1.863 -4.777 -0.02 0.11 0.13
N 0.015 -0.997 -4.121 0.44 0.09 -0.11
H 2.771 1.408 -5.943 0.00 0.00 -0.01
H 4.778 3.304 -5.131 0.00 -0.01 0.04
H 5.656 4.339 -3.053 -0.04 0.00 0.00
H 4.600 3.870 -0.874 -0.03 0.01 -0.04
H 2.661 2.366 -0.699 0.01 0.00 0.00
H 0.948 0.082 -7.137 -0.03 -0.04 0.06
H -1.330 -2.594 -4.293 0.07 0.00 0.02
O 4.008 -2.483 -0.845 -0.23 0.12 -0.18
S 3.121 -1.360 -0.897 0.53 -0.04 -0.62
O 2.148 -1.687 0.435 -0.20 0.32 0.02
O 2.193 -1.365 -2.072 1.05 -0.29 1.46
O 3.666 -0.059 -0.645 -0.04 -0.06 0.02
I 2.112 4.673 2.731 -0.01 0.01 0.06
C 1.298 4.573 0.816 0.04 0.00 0.05
C 1.450 5.607 -0.092 0.00 0.02 -0.06
C 0.926 5.432 -1.364 -0.01 0.05 0.03
C 0.286 4.239 -1.666 -0.05 -0.10 0.10
N 0.124 3.253 -0.785 0.19 0.22 0.06
C 0.615 3.430 0.439 -0.18 -0.13 -0.18
H 1.961 6.520 0.182 0.02 -0.01 -0.02
H 1.021 6.210 -2.109 0.00 -0.01 -0.01
H -0.119 4.064 -2.658 0.05 0.00 0.03
H 0.453 2.620 1.143 0.04 0.00 -0.03
C 6.330 -0.188 1.740 -0.06 -0.01 -0.01
C 5.683 -1.369 2.448 -0.10 0.16 -0.03
N 4.235 -1.446 2.161 0.21 -0.21 -0.21
C 3.299 -0.575 2.446 -0.18 0.35 0.12
S 1.811 -0.464 1.489 0.04 -0.56 -0.11
N 3.321 0.340 3.409 0.12 -0.03 0.11
C 4.240 0.475 4.553 -0.15 -0.20 0.00
C 4.016 -0.601 5.604 0.00 -0.01 -0.03
H 7.407 -0.203 1.911 -0.03 0.01 0.00
H 5.936 0.764 2.103 0.03 -0.04 -0.02
H 6.140 -0.239 0.668 0.02 0.00 0.03
H 5.849 -1.339 3.521 -0.01 -0.07 0.08
H 6.098 -2.302 2.081 -0.01 -0.07 0.01
H 4.015 -2.063 1.382 -0.04 0.07 0.10
H 2.458 0.857 3.506 0.07 0.16 -0.07
H 4.055 1.465 4.964 0.00 0.04 -0.01
H 5.263 0.466 4.195 0.07 0.08 -0.07
H 3.018 -0.522 6.037 0.02 -0.02 -0.02
H 4.746 -0.492 6.406 -0.02 -0.01 -0.01
H 4.125 -1.599 5.174 0.00 0.03 0.04
```
Forces are in eV/Å.

total energy = -137236.400 eV
total charge = +1
spin multiplicity = 1
lowest unoccupied orbital energy = -2.37 eV
frontier orbital gap = 7.2 eV

2.
The following is a quantum chemistry calculation of a structure of composition CH3NO at a distorted geometry, from the OMol25 dataset.

The geometry in XYZ format:
```
6
Properties=species:S:1:pos:R:3:forces:R:3
C 0.086 0.613 0.692 -1.71 0.20 -6.91
N 0.431 -0.718 -0.691 -0.03 2.54 2.23
O -0.479 1.607 0.365 1.42 -1.49 1.52
H 0.320 0.124 1.575 0.73 -0.67 2.00
H -0.378 -1.169 -0.340 -0.94 -1.55 0.79
H 0.019 -0.457 -1.600 0.53 0.97 0.37
```
Forces are in eV/Å.

total energy = -4620.716 eV
spin multiplicity = 1
lowest unoccupied orbital energy = 0.49 eV
frontier orbital gap = 10.0 eV
energy relative to the best compared isomer or geometry (same formula, charge and spin) = 62.37 kcal per mole

3.
The following is a quantum chemistry calculation of the ion C4H7N6O4 with charge +1 at a distorted geometry, from the OMol25 dataset.

The geometry in XYZ format:
```
21
Properties=species:S:1:pos:R:3:forces:R:3
C -0.263 -0.496 0.181 0.01 -2.35 0.83
C -1.580 1.763 -0.860 -2.25 -0.96 -1.24
C -1.610 0.385 -1.644 -0.94 2.27 0.05
C 0.359 0.789 0.232 0.88 -0.11 0.77
N -0.667 -2.964 0.500 -0.76 -1.94 -1.07
N -0.331 1.869 -0.192 1.07 -2.49 -0.43
N 0.024 -1.708 0.896 1.36 0.67 1.36
N 1.590 1.107 0.706 0.44 0.60 0.80
N -1.312 -0.604 -0.636 -1.80 -3.32 -2.24
N 2.451 0.202 1.026 -2.32 -1.40 -1.59
O 3.514 0.635 1.649 -0.12 2.28 0.22
O -0.218 -3.912 1.031 -0.53 1.92 -0.55
O 2.368 -0.986 0.785 1.29 0.91 -0.62
O 0.813 -1.940 1.855 -1.10 1.70 -0.17
H -1.951 2.542 -1.613 1.34 -0.47 1.50
H -2.225 1.736 0.026 -1.09 -0.12 -0.88
H -2.569 0.279 -2.220 0.37 -0.40 1.53
H -0.957 0.448 -2.516 0.98 -0.21 0.41
H 3.934 -0.169 1.893 1.30 -1.56 0.58
H 0.236 2.642 -0.207 1.33 2.60 -0.19
H -1.606 -1.620 -0.890 0.56 2.38 0.92
```
Forces are in eV/Å.

total energy = -21375.021 eV
total charge = +1
SMILES string = O=NN([O-])C1=[NH+]CCN/C1=N/[N+](=O)O
spin multiplicity = 1
lowest unoccupied orbital energy (alpha / beta) = -5.96 / -5.39 eV
frontier orbital gap (alpha / beta) = 7.3 / 7.1 eV
energy relative to the best compared isomer or geometry (same formula, charge and spin) = 6.42 kcal per mole